C56H92N22O2PS | ωB97M-V with the def2-TZVPD basis set

Its spin multiplicity is 1. Its net charge is +1. The HOMO energy comes out at -10.56 eV. Its energy is -116527.5243 eV. For the frontier orbital gap, the calculation gives 6.561 eV. As for the largest force on an atom: 0.208 Eh/bohr.

Last column: Mulliken charge in e.
Element x y z (Å)
C (2.08311, -3.76584, 0.88465)  -0.8948
C (2.53871, -2.26294, 0.41402)  0.3190
P (2.33068, -1.89698, -1.44777)  0.0309
C (2.87788, -3.49423, -2.41924)  -0.4806
C (3.98841, -3.08502, -3.57181)  -0.8575
C (0.53435, -1.51959, -1.94701)  -0.2008
N (-0.25530, -2.61574, -1.20080)  0.0421
C (-1.47794, -2.25867, -0.62245)  -0.3899
C (-1.58829, -0.65872, -1.08049)  0.0025
C (-2.53514, 0.21009, -0.07717)  -0.7217
C (-3.92945, 0.71360, -0.84315)  -0.2724
C (-5.09797, -0.46046, -0.79883)  -0.2543
C (-6.64154, 0.17930, -0.72855)  -0.6073
C (-7.79424, -0.97234, -0.48305)  -0.2576
C (-9.32811, -0.34991, -0.38122)  -0.0033
C (-10.30207, -1.63222, 0.05469)  -0.3851
S (-12.05171, -1.49633, -0.60074)  -0.1337
C (-12.15106, -1.81014, -2.44464)  0.3765
N (-13.25856, -2.68993, -2.98298)  -0.1570
N (-13.21892, -2.80009, -4.39104)  -0.3557
C (-12.00879, -1.93286, -4.79283)  -0.0587
O (-11.35355, -1.33062, -3.58452)  -0.1744
C (-0.15391, -0.06908, -1.62289)  0.4381
C (0.59729, 1.03316, -0.68281)  -1.0208
C (1.86045, 1.82063, -1.36168)  0.2200
O (3.19517, 1.26501, -0.95706)  -0.3714
C (1.77659, 2.03516, -2.98274)  -0.3792
N (2.78540, 1.16530, -3.76258)  -0.5101
H (1.07899, -3.66138, 1.51894)  0.1858
H (1.81269, -4.49630, -0.01288)  0.2043
H (2.87262, -4.29142, 1.60763)  0.3054
H (3.70049, -2.16418, 0.67015)  -0.3876
H (1.99722, -1.46671, 1.08609)  0.2566
H (3.28527, -4.29466, -1.65926)  0.2925
H (1.92349, -3.93797, -2.94376)  0.2709
H (4.20375, -3.99847, -4.27098)  0.2602
H (4.99263, -2.76693, -3.05594)  0.2300
H (3.55814, -2.14233, -4.13758)  0.3367
H (0.54579, -1.70375, -3.12367)  0.1506
H (0.20582, -3.56937, -1.17458)  0.3341
H (-2.22427, -2.90910, 0.01315)  0.4091
H (-2.24579, -0.75348, -2.07061)  0.2997
H (-2.90953, -0.54453, 0.76923)  0.2698
H (-2.01692, 1.08951, 0.49082)  0.3614
H (-4.34091, 1.59844, -0.16910)  0.3771
H (-3.74485, 1.06237, -1.94653)  -0.0906
H (-5.09732, -1.14092, -1.77333)  0.2117
H (-5.01478, -1.16232, 0.15058)  0.0765
H (-6.89155, 0.70661, -1.76069)  0.2217
H (-6.71567, 1.01305, 0.11969)  0.3285
H (-7.79995, -1.75948, -1.37350)  0.2454
H (-7.60029, -1.56248, 0.52251)  0.0006
H (-9.34211, 0.44351, 0.48502)  0.2517
H (-9.69667, 0.13896, -1.39148)  -0.1294
H (-10.37326, -1.60461, 1.24309)  0.2939
H (-9.73494, -2.61743, -0.23075)  0.1626
H (-11.69768, -1.78576, -5.93496)  0.3334
H (-0.46317, 0.28789, -2.72036)  0.0977
H (0.92117, 0.50863, 0.31338)  0.1444
H (-0.20972, 1.87540, -0.42759)  0.3729
H (1.85280, 2.91639, -0.88551)  0.2546
H (3.80526, 2.07417, -1.08697)  0.0973
H (0.69949, 1.97719, -3.44269)  0.0781
H (2.14406, 3.15319, -3.18710)  0.3597
H (2.88034, 0.22258, -3.32729)  0.1907
H (3.73909, 1.61566, -3.64118)  0.3309
C (-3.96529, 1.75702, -5.54137)  -0.8150
C (-2.79982, 1.96194, -4.58740)  0.5170
N (-1.83301, 2.13198, -3.79591)  -0.5332
H (-4.38968, 2.72418, -5.82460)  0.3016
H (-3.62299, 1.24080, -6.44249)  0.2908
H (-4.74054, 1.15542, -5.05903)  0.2526
C (6.03256, 0.49987, 2.35307)  -0.8879
C (6.05806, -0.77907, 1.53206)  0.5063
N (6.07931, -1.84004, 0.85091)  -0.5152
H (5.96233, 1.36688, 1.69044)  0.2580
H (5.16981, 0.49436, 3.02485)  0.3250
H (6.94661, 0.57933, 2.94789)  0.2858
C (-15.24339, -2.86580, 0.60456)  -0.5157
C (-16.14645, -3.95655, 1.15692)  0.2425
N (-16.89557, -4.86152, 1.61511)  -0.4684
H (-15.33868, -2.81854, -0.48374)  0.2532
H (-15.52514, -1.89824, 1.02897)  0.3026
H (-14.20210, -3.07801, 0.86202)  0.1760
C (10.58744, 1.04520, 2.15085)  -0.7957
C (9.48987, 2.08875, 2.28017)  0.5554
N (8.57937, 2.95454, 2.38736)  -0.6226
H (11.56371, 1.50819, 2.31898)  0.3505
H (10.43725, 0.25287, 2.88932)  0.2406
H (10.56891, 0.60680, 1.14932)  0.3940
C (4.79555, 5.93570, -0.85747)  -0.7849
C (4.82104, 4.65677, -1.67847)  0.4943
N (4.84229, 3.59580, -2.35963)  -0.5852
H (4.72531, 6.80272, -1.52009)  0.2568
H (3.93279, 5.93020, -0.18568)  0.2986
H (5.70959, 6.01517, -0.26265)  0.3298
C (-20.08041, -4.96746, 2.43201)  -0.5599
C (-20.98347, -6.05821, 2.98437)  0.2729
N (-21.73259, -6.96318, 3.44255)  -0.4134
H (-20.17570, -4.92021, 1.34370)  0.2485
H (-20.36216, -3.99991, 2.85641)  0.2708
H (-19.03912, -5.17967, 2.68946)  0.1980
C (9.49567, -3.17339, -1.52963)  -0.3648
C (9.70130, -2.02713, -0.55281)  0.3416
N (9.87189, -1.07626, 0.25764)  -0.5500
H (8.54245, -3.66939, -1.32700)  -0.1336
H (9.48811, -2.79272, -2.55467)  0.3171
H (10.30501, -3.90128, -1.42598)  0.2950
C (8.66466, 3.98618, 5.47979)  -0.2815
C (9.53224, 3.81556, 6.71613)  0.3956
N (10.25200, 3.67390, 7.74179)  -0.5337
H (7.75874, 3.38103, 5.57368)  0.2900
H (8.38123, 5.03606, 5.36537)  0.0885
H (9.21557, 3.66708, 4.59081)  0.0141
C (4.49232, 10.60837, -0.49654)  -0.7713
C (5.28063, 9.42404, 0.03853)  0.4758
N (5.93457, 8.44145, 0.48235)  -0.5205
H (3.42481, 10.45956, -0.31213)  0.2683
H (4.81508, 11.52664, 0.00172)  0.3078
H (4.65702, 10.71029, -1.57268)  0.2781
C (-7.56878, -2.79984, 4.14714)  -0.6898
C (-6.60539, -1.88320, 3.41093)  0.4524
N (-5.80615, -1.12268, 2.80027)  -0.4903
H (-8.47733, -2.25142, 4.41072)  0.2568
H (-7.83668, -3.64757, 3.51054)  0.1377
H (-7.10125, -3.17494, 5.06164)  0.3346
C (-6.84958, -6.27270, 0.74506)  -0.8287
C (-7.94715, -5.22915, 0.87438)  0.4995
N (-8.85765, -4.36337, 0.98157)  -0.5236
H (-5.87331, -5.80971, 0.91318)  0.2330
H (-6.99977, -7.06503, 1.48352)  0.2996
H (-6.86811, -6.71111, -0.25647)  0.3232
C (5.43849, -6.53070, -3.42977)  -0.0401
C (6.95409, -6.46708, -3.33338)  0.2972
N (8.21143, -6.41419, -3.25345)  -0.4661
H (5.12888, -6.47463, -4.47701)  0.3432
H (5.07688, -7.46953, -3.00138)  0.3326
H (4.99466, -5.69495, -2.88193)  -0.4207
C (3.36539, 2.98322, -6.35577)  -0.3055
C (3.08466, 3.29352, -7.81703)  0.1268
N (2.85169, 3.55102, -9.02926)  -0.4148
H (2.44838, 2.64883, -5.86284)  0.0566
H (4.11831, 2.19385, -6.28037)  0.2597
H (3.73600, 3.87848, -5.84906)  0.2669
C (12.55853, 2.00030, 5.55831)  -0.4490
C (12.58402, 0.72136, 4.73730)  0.2529
N (12.60527, -0.33961, 4.05615)  -0.5225
H (12.48829, 2.86731, 4.89569)  0.3064
H (11.69577, 1.99479, 6.23009)  0.1021
H (13.47257, 2.07976, 6.15313)  0.3375
C (12.85860, 5.93452, 8.81381)  -0.7375
C (13.74354, 4.93581, 8.08592)  0.4328
N (14.47774, 4.10737, 7.48201)  -0.5150
H (12.21300, 6.45127, 8.09835)  0.2295
H (12.23436, 5.41498, 9.54599)  0.2599
H (13.47719, 6.67197, 9.33258)  0.3326
C (5.54506, 7.58984, 5.56320)  -0.7267
C (5.89558, 6.14604, 5.88403)  0.4906
N (6.18634, 4.94827, 6.15030)  -0.5382
H (6.20166, 8.26514, 6.11869)  0.2694
H (5.66837, 7.77420, 4.49246)  0.2146
H (4.50744, 7.79244, 5.84230)  0.3003
C (7.18257, -5.37781, 0.38242)  -0.0722
C (6.27951, -6.46856, 0.93478)  0.1440
N (5.53039, -7.37353, 1.39296)  -0.4815
H (7.08728, -5.33056, -0.70588)  -0.1540
H (6.90082, -4.41026, 0.80683)  0.1510
H (8.22386, -5.59002, 0.63987)  0.3633
C (-11.46878, 1.87164, -4.79291)  -0.1804
C (-10.50539, 2.78829, -5.52911)  0.2355
N (-9.70615, 3.54881, -6.13977)  -0.4184
H (-12.37733, 2.42007, -4.52932)  0.3146
H (-11.73668, 1.02391, -5.42951)  0.1160
H (-11.00125, 1.49654, -3.87840)  -0.0697

Forces on the atoms, in the same order (eV/Å):
C -1.04 -0.30 0.91
C 0.39 -1.00 1.32
P 1.83 0.87 -0.29
C -0.44 -0.69 -0.28
C -0.32 0.31 0.75
C 0.52 -0.96 -0.05
N -4.25 0.38 1.26
C 4.53 1.69 -2.66
C -2.31 -0.30 -0.14
C -1.14 -0.80 0.37
C -0.39 -0.30 1.30
C -1.15 -0.04 -0.16
C -0.13 0.04 -0.25
C -0.32 0.17 -0.13
C 0.41 -0.67 0.38
C 2.10 0.63 0.12
S 0.66 -0.14 -1.69
C -2.58 -2.99 -4.14
N 4.16 2.92 0.12
N 6.34 5.19 1.73
C -3.57 -2.39 2.85
O -3.59 -2.62 -0.71
C -1.09 -1.55 -1.06
C -0.32 -0.11 -0.16
C 0.15 1.38 0.60
O -1.15 2.39 -0.75
C 1.06 0.97 -0.46
N -0.03 0.82 1.21
H 2.11 -0.34 -1.30
H 0.86 1.47 1.86
H -1.70 1.16 -1.81
H -2.50 0.02 -0.97
H 1.00 -1.42 -1.51
H -0.76 1.57 -1.53
H 1.84 0.58 0.87
H -0.57 1.92 1.18
H -1.98 -0.57 -0.96
H 1.03 -2.10 0.86
H -0.34 0.09 2.54
H -1.01 1.39 0.17
H 1.89 1.24 -1.37
H 1.26 -0.02 1.96
H 0.81 1.76 -1.66
H -0.76 -1.71 -1.39
H 0.84 -1.69 -1.67
H -0.21 -0.52 2.24
H 0.25 1.34 2.02
H 0.10 1.52 -1.88
H 0.57 -0.98 2.11
H 0.24 -1.90 -1.75
H 0.16 1.63 1.83
H -0.23 1.22 -2.04
H -0.09 -1.40 -1.84
H 0.86 -1.04 2.09
H -0.33 -0.23 -2.64
H -1.57 1.85 0.46
H -0.27 -0.05 3.18
H 1.04 -0.07 2.77
H -0.52 1.12 -1.81
H 1.75 -1.99 -0.60
H -0.32 -2.33 -0.95
H -1.12 -1.92 0.16
H 2.06 -0.15 1.11
H -0.90 -2.41 0.48
H -0.18 1.08 -0.17
H -1.60 -0.77 -0.02
C 0.95 0.20 0.75
C 6.32 1.10 5.14
N -7.72 -1.46 -6.24
H 0.15 -0.11 0.12
H 0.07 0.10 0.20
H 0.19 0.11 0.03
C 0.01 -1.06 -0.68
C 0.16 -6.93 -4.46
N -0.22 8.37 5.41
H 0.09 -0.23 0.03
H 0.10 -0.14 -0.16
H -0.11 -0.07 -0.20
C -0.77 -0.92 0.46
C -4.98 -5.97 3.04
N 6.09 7.29 -3.69
H 0.00 -0.12 0.16
H -0.05 -0.22 0.00
H -0.24 -0.08 -0.03
C -0.86 1.19 0.02
C -5.76 5.51 0.59
N 7.03 -6.82 -0.88
H -0.28 0.04 0.08
H -0.02 0.21 -0.18
H -0.12 0.29 0.39
C 0.09 -1.13 -0.72
C 0.07 -6.89 -4.40
N -0.26 8.33 5.41
H 0.06 -0.27 0.04
H 0.12 -0.12 -0.15
H -0.15 -0.07 -0.18
C -0.74 -0.93 0.54
C -4.99 -5.96 3.02
N 6.01 7.25 -3.67
H -0.02 -0.11 0.20
H -0.06 -0.22 -0.01
H -0.25 -0.05 -0.07
C 0.19 0.95 0.82
C 1.11 6.30 5.36
N -1.57 -8.08 -6.86
H 0.18 0.20 0.02
H 0.02 0.03 0.22
H -0.10 0.18 0.05
C 1.17 -0.34 0.87
C 4.61 -0.86 6.69
N -5.63 1.15 -8.11
H 0.35 0.17 0.06
H 0.19 -0.35 0.13
H 0.03 0.03 0.26
C 0.65 -0.94 0.43
C 4.31 -6.44 2.94
N -5.27 7.91 -3.51
H 0.21 -0.07 0.03
H 0.03 -0.23 -0.03
H 0.06 -0.10 0.19
C 0.79 0.72 -0.57
C 5.24 4.97 -4.01
N -6.33 -6.10 4.80
H 0.21 0.00 -0.10
H 0.07 0.22 -0.03
H 0.02 0.16 -0.17
C -0.91 0.83 0.10
C -5.96 5.68 0.69
N 7.40 -7.01 -0.73
H -0.23 0.03 0.00
H -0.08 0.19 -0.10
H -0.11 0.14 0.15
C 1.25 -0.03 0.09
C 8.28 0.35 0.51
N -10.07 -0.33 -0.56
H 0.18 -0.01 0.14
H 0.18 0.12 -0.04
H 0.19 -0.12 -0.04
C -0.30 0.32 -1.29
C -1.50 1.75 -8.03
N 1.84 -2.07 9.71
H 0.20 -0.01 -0.18
H -0.19 0.12 -0.10
H -0.04 -0.08 -0.18
C 0.02 -1.17 -0.66
C 0.25 -7.00 -4.35
N -0.13 8.42 5.49
H 0.05 -0.18 0.03
H 0.14 -0.07 -0.11
H -0.13 -0.03 -0.14
C 0.74 -0.80 -0.55
C 4.80 -5.49 -3.99
N -5.90 6.64 4.82
H 0.15 -0.20 0.04
H 0.13 -0.04 -0.22
H 0.02 -0.18 -0.14
C 0.30 -1.17 0.25
C 1.81 -7.89 1.79
N -2.95 9.87 -1.97
H -0.06 -0.21 -0.05
H 0.03 -0.14 0.16
H 0.18 -0.15 0.01
C -0.76 -0.85 0.54
C -4.91 -5.95 2.99
N 5.91 7.26 -3.71
H -0.03 -0.16 0.17
H -0.05 -0.14 0.00
H -0.20 -0.09 -0.01
C 0.79 0.79 -0.60
C 5.29 5.05 -4.05
N -6.37 -6.14 4.92
H 0.20 -0.01 -0.10
H 0.10 0.21 0.05
H -0.01 0.10 -0.19